1.
This record from the OMol25 dataset describes a cluster of 2 separate species, C3H3NO2 in total in a non-equilibrium geometry. The level of theory is wB97M-V/def2-TZVPD.

Geometry as XYZ:
```
9
Properties=species:S:1:pos:R:3:forces:R:3:nbo_charge:R:1
O 0.59172 -2.53419 0.50665 0.6 0.8 -0.9 -0.49
O -1.57176 0.33132 1.06810 -0.2 -0.1 -0.2 -0.67
N 0.64479 0.97798 -1.61178 -0.2 0.0 0.5 -0.59
C 0.17686 0.89875 -0.47069 0.1 -0.1 -0.2 0.27
C 1.10460 -1.85222 -0.24174 -0.6 -0.9 0.9 0.49
C -0.33401 0.83179 0.73774 0.3 0.2 -0.1 -0.07
H 0.23185 1.17681 1.59360 -0.1 0.0 -0.1 0.22
H 1.17533 0.13067 -1.84566 0.0 0.1 0.0 0.37
H -2.01937 0.03909 0.26378 0.0 0.0 0.2 0.48
```
Forces are in eV/Å.

Output
energy relative to the best compared isomer or geometry (same formula, charge and spin): 65.1 kcal/mol

***

2.
This record from the OMol25 dataset describes the molecule C3H3NO2 in a non-equilibrium geometry. The level of theory is wB97M-V/def2-TZVPD.

Geometry as XYZ:
```
9
Properties=species:S:1:pos:R:3:forces:R:3:nbo_charge:R:1
O -2.22697 -1.06535 -0.39006 -1.2 -0.4 -0.1 -0.31
O -2.39581 0.91485 0.56529 -0.3 -1.2 -0.6 -0.34
N -1.84693 -0.04677 0.07308 4.4 1.9 0.6 0.57
C 0.87566 0.85668 -0.16396 -4.9 -4.9 1.2 -0.16
C -0.18286 0.09891 0.04733 0.6 0.4 -0.6 0.04
C 1.23179 -0.56213 0.02310 -1.9 0.6 0.6 -0.39
H 1.60142 -0.77985 0.97592 0.7 -0.8 1.3 0.18
H 1.29110 1.70043 -0.36822 2.3 5.2 -1.2 0.20
H 1.65262 -1.11678 -0.76247 0.1 -0.8 -1.2 0.19
```
Forces are in eV/Å.

Output
energy relative to the best compared isomer or geometry (same formula, charge and spin): 172.9 kcal/mol
SMILES: O=[N+]([O-])C1=CC1

***

3.
This record from the OMol25 dataset describes a cluster of 2 separate species, C3H3NO2 in total in a non-equilibrium geometry. The level of theory is wB97M-V/def2-TZVPD.

Geometry as XYZ:
```
9
Properties=species:S:1:pos:R:3:forces:R:3:nbo_charge:R:1
O 1.64343 -0.18995 0.20864 -0.3 0.2 -0.2 -0.65
O -0.47063 0.94014 0.40454 0.4 -0.5 0.2 -0.55
N -0.36964 -2.20240 0.16376 -1.0 0.5 0.2 -0.41
C 0.39212 1.70774 -0.86177 0.2 -0.1 -0.5 -0.16
C 0.73672 0.71232 -0.07084 -0.3 0.2 0.0 0.61
C -1.35485 -1.61764 0.29661 0.9 -0.6 -0.1 0.16
H -2.25735 -1.05468 0.42529 0.1 -0.1 0.0 0.25
H 1.22935 -1.07427 0.30712 -0.1 0.2 0.2 0.53
H 0.45085 2.77873 -0.87336 0.1 0.0 0.3 0.22
```
Forces are in eV/Å.

Output
energy relative to the best compared isomer or geometry (same formula, charge and spin): 120.1 kcal/mol
SMILES: OC1=CO1.C#N

***

4.
This record from the OMol25 dataset describes the molecule C3H3NO2S in a non-equilibrium geometry. The level of theory is wB97M-V/def2-TZVPD.

Geometry as XYZ:
```
10
Properties=species:S:1:pos:R:3:forces:R:3:nbo_charge:R:1
S -2.38724 0.12374 -0.01858 0.2 0.7 0.2 0.20
O 1.31663 -1.13677 0.02132 0.0 0.3 -0.5 -0.43
O 0.52404 0.95675 -0.00461 -0.8 -0.4 -0.6 -0.46
N -0.98835 -0.80686 0.03244 0.9 -0.3 -0.5 -0.67
C 0.19470 -0.37709 -0.06059 -1.6 0.3 1.3 0.75
C 2.38763 -0.23822 -0.00375 -1.1 1.3 0.2 0.02
C 1.86595 1.00484 -0.03501 2.3 -0.3 0.5 0.05
H -1.99910 1.40322 0.35752 0.1 -0.9 -0.3 0.09
H 3.37697 -0.62586 0.12715 0.1 -0.1 -0.2 0.23
H 2.32134 1.99390 0.04797 -0.1 -0.6 -0.2 0.22
```
Forces are in eV/Å.

Output
energy relative to the best compared isomer or geometry (same formula, charge and spin): 66.0 kcal/mol
SMILES: SN=c1occo1

***

5.
This record from the OMol25 dataset describes the molecule C3H3NO3 in a non-equilibrium geometry. The level of theory is wB97M-V/def2-TZVPD.

Geometry as XYZ:
```
10
Properties=species:S:1:pos:R:3:forces:R:3:nbo_charge:R:1
O 1.48798 -1.74567 -0.44133 3.9 1.3 2.1 -0.42
O 0.40157 1.85412 1.05406 -0.5 -0.1 -0.3 -0.55
O -1.05567 0.56661 -0.10959 0.3 0.2 -0.4 -0.49
N -0.50572 -1.58577 -0.85257 -1.9 1.5 -0.5 -0.54
C -0.63839 1.71412 0.47766 0.6 0.2 0.3 0.65
C -0.23309 -0.52865 -0.15669 -1.5 -1.6 -1.4 0.40
C 1.12122 -0.83736 0.30524 1.2 -1.9 -0.1 0.27
H -1.41240 2.47999 0.33469 0.1 -0.1 0.1 0.14
H -0.86008 -1.40397 -1.78095 -2.0 0.2 0.1 0.35
H 1.69457 -0.51342 1.16948 -0.2 0.3 0.1 0.18
```
Forces are in eV/Å.

Output
energy relative to the best compared isomer or geometry (same formula, charge and spin): 99.7 kcal/mol
SMILES: [H]/N=C(/C=O)OC=O

***

6.
This record from the OMol25 dataset describes the molecule C3H3NO3. The level of theory is wB97M-V/def2-TZVPD.

Geometry as XYZ:
```
10
Properties=species:S:1:pos:R:3:forces:R:3:nbo_charge:R:1
O -1.73877 0.29774 1.37216 0.7 0.3 0.1 -0.53
O 0.43068 0.57125 0.72032 0.0 -0.1 -0.1 -0.52
O 1.20352 -0.54493 -1.05282 0.0 -0.4 0.0 -0.49
N -0.69597 0.68342 -1.37592 0.3 -0.1 0.3 -0.62
C -0.60868 0.59734 1.61104 -0.6 -0.1 0.0 0.65
C 0.94495 -1.83730 -0.94236 0.4 0.4 -0.1 0.13
C 0.18123 0.27406 -0.59651 -0.5 0.3 -0.2 0.78
H 1.86850 -2.27599 -1.38947 -0.2 0.0 0.1 0.08
H -0.21406 0.94275 2.57431 0.0 -0.1 -0.1 0.14
H -1.37139 1.29165 -0.92074 0.0 -0.1 0.0 0.37
```
Forces are in eV/Å.

Output
energy relative to the best compared isomer or geometry (same formula, charge and spin): 100.8 kcal/mol

***

Number 1: calculated total energy -321.27388 a.u., orbital gap 9.197 eV. Number 2: calculated total energy -321.10210 a.u., orbital gap 10.285 eV. Number 3: calculated total energy -321.18619 a.u., orbital gap 9.531 eV. Number 4: calculated total energy -719.47510 a.u., orbital gap 8.946 eV. Number 5: calculated total energy -396.46560 a.u., orbital gap 8.170 eV. Number 6: calculated total energy -396.46373 a.u., orbital gap 9.625 eV.